No. 1
{"formula": "C9H9F3O9", "method": "ωB97M-V/def2-TZVPD", "charge": 0, "homo_ha": -0.403, "lumo_energy_ev": 0.15, "total_energy_ha": -1325.109065, "gap_ev": 11.1, "smiles": "O=C1OC[C@@H](F)O1.O=C1OC[C@@H](F)O1.O=C1OC[C@@H](F)O1", "elements": ["C", "C", "O", "C", "O", "O", "F", "H", "H", "H", "C", "C", "O", "C", "O", "O", "F", "H", "H", "H", "C", "C", "O", "C", "O", "O", "F", "H", "H", "H"], "xyz": [[28.9260, 3.5581, 1.3357], [27.4471, 3.6527, 1.1303], [26.9494, 2.7745, 2.0544], [27.8730, 1.7805, 2.0469], [27.5837, 0.6384, 2.3557], [28.9789, 2.1855, 1.4033], [27.0652, 3.3587, -0.1173], [29.3348, 3.9790, 2.2543], [29.6196, 3.7723, 0.5225], [27.0159, 4.6431, 1.2759], [36.0594, -2.5869, 2.5154], [35.1965, -3.5663, 1.6867], [35.4957, -4.7293, 2.3365], [36.7085, -4.6621, 2.9135], [37.3147, -5.5988, 3.2795], [37.2246, -3.3549, 2.7875], [35.6417, -3.6110, 0.4657], [35.5173, -2.3160, 3.4214], [36.3202, -1.6443, 2.0342], [34.1220, -3.3929, 1.7454], [30.5293, -0.4108, 2.7479], [30.8505, -1.9225, 2.6204], [32.1524, -1.9329, 3.0518], [32.6722, -0.6185, 3.0913], [33.8803, -0.3362, 3.1227], [31.7008, 0.2668, 3.0147], [30.8438, -2.3505, 1.2817], [29.7729, -0.1637, 3.4929], [30.2527, 0.0126, 1.7824], [30.0989, -2.4528, 3.2052]], "forces_ev_per_a": [[1.2, 0.7, -1.1], [-0.6, 4.6, 0.3], [0.2, -0.5, 0.2], [-1.8, -4.0, -0.4], [1.3, 2.3, 0.0], [0.6, -3.1, 1.6], [0.0, -1.1, -1.2], [-0.5, 0.4, 0.1], [-0.6, 0.8, -0.2], [0.1, 0.0, 0.6], [-0.7, 1.0, -0.4], [-0.2, 2.3, 2.9], [-0.5, -1.7, 0.6], [1.7, 1.1, -1.4], [0.3, -0.3, 0.8], [-1.4, -1.7, 0.7], [0.5, -0.3, -3.0], [0.1, -0.1, 0.2], [0.1, -0.3, -0.3], [0.0, 0.0, -0.2], [-2.2, 0.1, -1.6], [-0.6, 2.1, -0.8], [1.4, 0.5, 0.7], [4.2, 0.2, -0.3], [-4.1, -1.5, 0.2], [1.6, -0.2, 0.8], [-0.3, 0.3, 1.3], [0.1, -0.2, 0.0], [-0.8, -0.5, 0.0], [0.7, -0.8, -0.2]], "mulliken_charge": [-0.40, 0.24, -0.28, 0.64, -0.53, -0.28, -0.28, 0.29, 0.26, 0.34, -0.41, 0.49, -0.34, 0.56, -0.48, -0.34, -0.30, 0.27, 0.36, 0.15, -0.29, 0.39, -0.25, 0.61, -0.54, -0.31, -0.31, 0.33, 0.12, 0.28]}

No. 2
{"formula": "C9H9FO2", "method": "ωB97M-V/def2-TZVPD", "charge": 0, "homo_ha": -0.351, "lumo_energy_ev": -0.01, "total_energy_ha": -598.600506, "gap_ev": 9.5, "elements": ["C", "C", "C", "C", "C", "C", "C", "C", "C", "O", "O", "F", "H", "H", "H", "H", "H", "H", "H", "H", "H"], "xyz": [[-2.3902, 1.3137, -0.2794], [-2.0566, 0.3406, 0.6720], [-1.3874, 1.9265, -1.0385], [-0.6732, 0.0971, 0.9071], [-0.1229, 1.5254, -0.9778], [0.2627, 0.7085, 0.0395], [2.6176, 1.4496, 0.7018], [1.4504, -2.0098, 0.2198], [1.7270, 0.2674, 0.2132], [2.3385, 2.6061, 0.4747], [2.0394, -0.8761, 0.7720], [2.2732, 0.1812, -1.4158], [-3.3939, 1.4379, -0.5332], [-2.6699, -0.2385, 1.3286], [-1.6176, 2.6572, -1.6538], [-0.3581, -0.5047, 1.6627], [0.6093, 2.0117, -1.6855], [3.4096, 1.1410, 1.2829], [1.8858, -2.1143, -0.7719], [0.3191, -2.1214, 0.3826], [1.8892, -2.7983, 0.8306]], "forces_ev_per_a": [[1.2, -1.5, 0.7], [2.5, 0.5, 0.1], [-2.0, -2.7, 2.6], [-1.4, 3.0, -3.4], [3.1, 1.5, -1.0], [1.1, -3.1, 1.5], [-2.7, 1.0, -1.7], [-0.7, -2.3, 0.6], [-0.2, 2.4, -3.2], [0.4, -1.4, 0.2], [0.1, 1.5, 0.8], [-0.7, 0.1, 2.9], [-1.5, 0.7, -0.1], [-1.1, 0.1, -0.1], [-1.4, 3.3, -3.1], [0.8, -1.7, 2.0], [-0.7, -0.9, 1.1], [2.4, -0.6, 1.4], [-0.9, -0.1, -0.3], [1.7, 0.6, -0.9], [-0.1, -0.3, -0.1]], "mulliken_charge": [-0.59, -0.67, -0.64, -0.61, -0.24, 0.13, -0.34, -0.75, 1.10, -0.45, -0.43, -0.48, 0.41, 0.38, 0.58, 0.84, 0.30, 0.49, 0.33, 0.37, 0.28]}

No. 3
{"formula": "C9H9FSi", "method": "ωB97M-V/def2-TZVPD", "charge": 0, "homo_ha": -0.337, "lumo_energy_ev": 0.85, "total_energy_ha": -737.687182, "gap_ev": 10.0, "smiles": "C#C[Si@](C)(F)c1ccccc1", "elements": ["C", "C", "C", "C", "C", "C", "C", "C", "C", "F", "Si", "H", "H", "H", "H", "H", "H", "H", "H", "H"], "xyz": [[2.4900, -1.6534, 2.1831], [2.2362, -0.7169, 1.4569], [-3.0318, 0.0922, 0.1328], [-2.3013, -0.9663, -0.0480], [-2.4094, 1.3660, 0.3591], [-0.9226, -0.8673, -0.0709], [-1.0314, 1.4406, 0.4443], [-0.2093, 0.3330, 0.1630], [2.2659, 0.1332, -1.8592], [2.1501, 1.7950, 0.3980], [1.7245, 0.3557, 0.0125], [2.6827, -2.4397, 2.8458], [-4.0957, 0.0659, 0.3104], [-2.7330, -2.0414, -0.2936], [-3.0195, 2.1827, 0.7106], [-0.4052, -1.8087, -0.1464], [-0.4522, 2.3880, 0.4452], [3.0990, -0.5915, -2.1483], [1.3754, -0.0617, -2.5396], [2.5877, 0.9944, -2.3557]], "forces_ev_per_a": [[-0.3, 1.2, -0.8], [0.4, -0.7, -1.0], [-2.1, 5.0, 1.6], [1.3, -5.7, -1.7], [-0.1, -1.4, 0.9], [1.5, 0.3, 0.6], [1.5, 1.0, -1.6], [-0.5, -1.5, -0.5], [-0.6, -2.5, -0.1], [0.7, 2.0, 0.5], [-1.9, -1.5, -0.8], [0.2, -0.5, 0.5], [-0.2, -0.2, -0.5], [0.7, 2.4, 0.8], [-0.1, 0.3, -0.4], [0.4, -0.1, -0.3], [-1.0, -0.3, 0.7], [-1.3, 0.5, 0.8], [0.7, -0.5, 1.2], [0.8, 2.1, 0.1]], "mulliken_charge": [0.47, -0.97, -0.21, -0.53, -0.56, -0.19, -0.12, 0.04, -1.20, -0.23, 0.52, 0.40, 0.35, 0.20, 0.34, 0.30, 0.31, 0.34, 0.34, 0.40]}

No. 4
{"formula": "C9H9N3O2", "method": "ωB97M-V/def2-TZVPD", "charge": 0, "homo_ha": -0.327, "lumo_energy_ev": -0.26, "total_energy_ha": -663.016441, "gap_ev": 8.6, "smiles": "O=c1cc[nH]c(=O)[nH]1.c1ccncc1", "elements": ["C", "C", "C", "C", "C", "C", "C", "C", "C", "H", "H", "H", "H", "H", "H", "H", "H", "H", "N", "N", "N", "O", "O"], "xyz": [[1.3915, -1.2621, -0.4939], [1.2034, -1.3724, 0.9946], [1.4397, -0.2333, 1.7882], [1.5495, 1.3410, -0.0419], [-3.0372, 0.1659, 0.7088], [-2.2041, -0.9673, 0.8107], [-1.2862, -1.2179, -0.1443], [-1.0274, -0.2511, -1.1127], [-1.7813, 0.9420, -1.0735], [1.2193, 0.5011, -1.8612], [1.2268, -2.3325, 1.3524], [1.1710, -0.5092, 2.8853], [1.2308, 1.9699, 1.9164], [-3.9319, 0.3476, 1.3459], [-2.4233, -1.7170, 1.5713], [-0.7624, -2.2033, -0.1807], [-0.2372, -0.3677, -1.8503], [-1.6308, 1.6710, -1.8844], [1.1261, 0.2266, -0.9210], [1.4187, 1.0647, 1.3116], [-2.7779, 1.1250, -0.1907], [1.7030, -2.1407, -1.2704], [1.8322, 2.4980, -0.3934]], "forces_ev_per_a": [[0.8, 1.6, 0.2], [2.3, 4.7, -1.5], [-3.3, -2.9, 0.4], [-0.5, 0.7, -1.6], [0.7, 0.5, -0.1], [-2.5, 0.1, 1.2], [1.2, -1.0, -1.4], [-2.1, 0.5, -0.6], [-0.1, -1.3, -0.1], [0.7, 0.1, -1.3], [0.0, -2.0, 1.1], [1.1, 1.4, -1.7], [0.9, -2.9, -1.5], [0.9, -0.3, -0.3], [0.0, 0.2, -0.1], [-0.7, 1.0, 0.1], [-2.2, -0.7, -0.4], [-0.2, 0.0, 0.7], [4.9, 0.4, 4.7], [-0.2, 1.1, 1.7], [-0.1, -0.1, -0.3], [-1.0, 1.7, 0.9], [-0.9, -2.9, 0.1]], "mulliken_charge": [0.40, -0.47, -0.18, 0.28, -0.32, -0.66, -0.26, 0.15, -0.42, 0.26, 0.49, 0.31, 0.33, 0.34, 0.39, 0.69, 0.42, 0.34, -0.20, -0.10, -0.60, -0.54, -0.62]}

No. 5
{"formula": "C9H9N3O2", "method": "ωB97M-V/def2-TZVPD", "charge": 0, "homo_ha": -0.324, "lumo_energy_ev": -0.07, "total_energy_ha": -662.986346, "gap_ev": 8.7, "smiles": "O=c1cc[nH]c(=O)[nH]1.c1ccncc1", "elements": ["C", "C", "C", "C", "C", "C", "C", "C", "C", "H", "H", "H", "H", "H", "H", "H", "H", "H", "N", "N", "N", "O", "O"], "xyz": [[1.3511, -0.0270, -0.6952], [2.6872, -0.5780, -0.1294], [3.0410, -1.8631, -0.3352], [0.8350, -2.5539, -1.1473], [-2.0448, 2.9939, 0.6298], [-1.2192, 2.2012, -0.1456], [-1.1784, 0.8741, 0.1751], [-2.0413, 0.4167, 1.1465], [-2.8484, 1.2490, 1.7900], [-0.2280, -0.8856, -1.6620], [3.3844, 0.2638, 0.1240], [3.9495, -2.3085, -0.0272], [2.3486, -3.7438, -0.8510], [-2.3772, 4.0967, 0.7058], [-0.6820, 2.8035, -0.9733], [-0.2669, 0.2746, -0.0710], [-1.7926, -0.6364, 1.6206], [-3.6605, 0.9850, 2.4642], [0.6710, -1.0780, -1.3067], [2.0802, -2.8099, -0.8227], [-2.8450, 2.4507, 1.5675], [0.8898, 1.1500, -0.5863], [-0.0537, -3.2750, -1.4705]], "forces_ev_per_a": [[1.6, 0.4, 0.3], [-0.3, 2.0, -1.3], [-2.7, 0.5, 0.0], [-1.1, 4.1, -1.4], [-2.2, 1.3, 1.2], [-0.3, 4.2, -1.8], [-0.1, -2.0, 1.4], [3.3, -5.0, 0.3], [-3.0, -3.8, 2.4], [-1.2, 0.4, -0.5], [-0.5, -1.4, 0.2], [0.8, -0.2, 0.1], [0.5, -1.8, 0.1], [1.8, -1.4, -1.4], [-0.5, -1.7, 1.5], [-4.1, 0.6, 0.7], [-1.0, 1.9, -1.3], [0.4, -0.9, 0.4], [0.4, -0.8, 0.9], [2.8, 1.1, 1.3], [-0.1, 7.0, -1.0], [5.7, -3.5, -2.0], [-0.3, -0.8, 0.1]], "mulliken_charge": [0.83, -0.82, -0.12, 0.30, -0.16, -0.40, 0.40, -0.60, -0.24, 0.30, 0.34, 0.41, 0.19, 0.32, 0.25, 0.42, 0.19, 0.37, -0.25, -0.04, -0.56, -0.57, -0.55]}

No. 6
{"formula": "C9H9N3O2S", "method": "ωB97M-V/def2-TZVPD", "charge": 0, "s_squared": 2.012, "homo_ha": [-0.210, -0.335], "lumo_energy_ev": [0.75, -2.42], "total_energy_ha": -1060.996461, "gap_ev": [6.5, 6.7], "multiplicity": 3, "elements": ["C", "C", "C", "C", "C", "C", "C", "C", "C", "N", "N", "N", "O", "O", "S", "H", "H", "H", "H", "H", "H", "H", "H", "H"], "xyz": [[-2.9610, 0.4034, -1.2284], [-1.8124, 1.1596, -1.2620], [-3.2620, -0.3732, -0.1217], [-0.8618, 1.0967, -0.2051], [-2.3699, -0.3293, 0.9872], [-1.1185, 0.2467, 0.8600], [1.2748, -0.1228, 1.0340], [3.1785, 0.5319, 0.3270], [0.0013, -0.0218, 1.8083], [2.2100, 0.6979, 1.2453], [1.5081, -0.8733, -0.1310], [2.6937, -0.3283, -0.7000], [0.6315, -1.6126, -0.8583], [3.4710, -1.0555, -1.5670], [4.5769, 1.4081, 0.1358], [-3.4601, 0.2113, -2.1326], [-1.4789, 1.7678, -2.1413], [-4.1379, -0.9734, -0.0990], [0.0160, 1.7839, -0.0984], [-2.5789, -0.7987, 1.9030], [0.3329, 0.4488, 2.7066], [-0.2667, -1.0827, 2.1290], [0.1276, -1.0098, -1.3194], [4.2859, -1.1748, -1.2721]], "forces_ev_per_a": [[0.8, -1.0, 0.2], [2.5, 1.2, 0.1], [1.5, 1.1, 1.5], [-0.9, 0.8, -0.6], [-0.4, -0.2, -2.0], [-0.5, 1.9, 0.3], [-2.1, -0.2, -0.1], [-0.3, -0.5, 0.0], [0.3, -4.4, -0.5], [2.2, 0.9, 0.5], [2.0, -0.8, 0.1], [-1.4, 0.6, -0.2], [2.3, -1.8, 1.7], [-6.7, 0.2, -2.3], [1.0, 0.6, -0.4], [-1.1, 0.3, -1.0], [-0.8, -0.6, 0.7], [-0.6, -0.3, 0.1], [-0.7, -0.9, -0.7], [-0.4, -1.0, 0.9], [-0.7, 1.2, 0.5], [0.5, 1.0, 0.1], [-2.3, 2.4, -2.0], [5.9, -0.6, 2.9]], "mulliken_charge": [-0.49, -0.43, -0.53, -0.43, -0.60, 0.71, 0.30, -0.17, -0.66, -0.43, 0.28, 0.08, -0.37, -0.35, -0.21, 0.39, 0.32, 0.43, 0.34, 0.47, 0.35, 0.30, 0.36, 0.33]}

No. 7
{"formula": "C9H9N3OS", "method": "ωB97M-V/def2-TZVPD", "charge": 0, "homo_ha": -0.306, "lumo_energy_ev": 0.51, "total_energy_ha": -985.981812, "gap_ev": 8.8, "smiles": "Cc1csc(N(C=O)n2cccc2)n1", "elements": ["C", "C", "C", "C", "C", "C", "C", "C", "C", "N", "N", "N", "O", "S", "H", "H", "H", "H", "H", "H", "H", "H", "H"], "xyz": [[-3.6641, -1.1647, 0.7644], [-3.3940, -1.6141, -0.5087], [-2.6661, -0.2244, 1.0882], [-2.2722, -0.8937, -0.9857], [2.5941, -1.1934, -0.0512], [2.8367, 0.1565, 0.0020], [0.6292, 0.1687, -0.0088], [-0.8365, 2.0982, -0.1494], [4.1308, 0.8429, -0.0289], [1.6633, 0.8866, -0.1046], [-1.8321, -0.1100, 0.0273], [-0.7142, 0.7237, -0.1831], [-1.8681, 2.6932, -0.1319], [0.9454, -1.5599, 0.0147], [-4.3070, -1.5433, 1.4974], [-3.8914, -2.3829, -1.0914], [-2.6308, 0.4473, 1.9646], [-1.5998, -0.9388, -1.8418], [3.2784, -2.0123, 0.0078], [0.2388, 2.5124, -0.2634], [4.5088, 0.8800, -0.9693], [4.0062, 1.9521, 0.2665], [4.8446, 0.2759, 0.6852]], "forces_ev_per_a": [[2.4, 1.6, 0.9], [1.5, 0.2, -2.5], [-1.2, 0.3, 1.6], [-0.5, -1.4, -0.2], [0.7, 0.8, 0.7], [-1.5, -1.2, -1.0], [-2.2, -1.1, -0.8], [1.9, 0.5, -0.9], [0.3, 1.0, 4.2], [1.2, 1.0, 0.7], [0.7, 0.7, -0.6], [0.6, -1.4, 1.3], [-0.5, 0.3, 0.2], [-1.2, 0.6, 0.0], [-1.2, -0.3, 0.6], [0.0, 0.2, 0.2], [0.3, -0.6, -0.7], [-0.7, -0.3, 0.0], [0.4, -0.1, 0.0], [-1.7, -0.1, 0.4], [1.4, -0.2, -2.9], [0.2, -1.9, 0.0], [-0.9, 1.3, -1.2]], "mulliken_charge": [-0.63, -0.59, -0.19, -0.30, -0.32, 0.13, 0.48, 0.02, -1.12, -0.37, 0.33, -0.13, -0.49, -0.07, 0.45, 0.40, 0.35, 0.42, 0.41, 0.35, 0.30, 0.28, 0.30]}

No. 8
{"formula": "C9H9N4", "method": "ωB97M-V/def2-TZVPD", "charge": 1, "homo_ha": [-0.428, -0.428], "lumo_energy_ev": [-5.03, -5.03], "total_energy_ha": -566.978780, "gap_ev": [6.6, 6.6], "elements": ["C", "C", "C", "C", "C", "C", "C", "C", "C", "N", "N", "N", "N", "H", "H", "H", "H", "H", "H", "H", "H", "H"], "xyz": [[1.0281, 2.1821, 1.1226], [0.7157, -3.3212, -0.1848], [-0.3664, -2.9328, -1.0051], [1.3295, -2.4459, 0.6685], [-0.8648, -1.6526, -0.9983], [0.8400, -1.1295, 0.7015], [-0.2507, -0.7429, -0.1393], [-0.2207, 3.4386, -0.4841], [-1.5252, 1.3679, -0.2006], [1.2238, -0.0951, 1.4443], [0.4611, 0.9263, 1.1117], [0.7374, 3.1017, 0.3176], [-0.5164, 0.5557, 0.1718], [1.8941, 2.2599, 1.7682], [1.0546, -4.3424, -0.2365], [-0.8180, -3.6707, -1.6505], [2.1579, -2.7256, 1.2978], [-1.6976, -1.3676, -1.6235], [-1.1308, 3.8798, -0.0974], [0.0470, 3.6936, -1.5027], [-2.1150, 1.0519, -1.0428], [-1.9835, 1.9687, 0.5616]], "forces_ev_per_a": [[0.5, 0.8, -0.2], [0.4, 0.2, 0.5], [-0.4, 0.6, -0.2], [0.0, -0.5, -0.1], [-0.4, -0.4, -0.3], [-0.7, 0.9, -0.4], [0.8, 0.0, 0.7], [-1.4, -0.9, -0.6], [0.3, 2.0, -0.6], [0.8, -0.4, 0.4], [-1.4, -1.0, -0.6], [0.7, 0.0, 0.6], [0.9, -0.7, 0.4], [-0.1, -0.1, 0.1], [0.1, -0.1, 0.0], [0.0, 0.0, -0.1], [0.1, -0.1, 0.0], [0.0, 0.0, 0.0], [0.1, 0.0, 0.2], [0.0, -0.1, -0.1], [0.0, -0.2, 0.0], [-0.1, -0.2, 0.2]], "mulliken_charge": [0.05, -0.51, -0.55, -0.63, -0.90, 0.47, 1.06, -0.27, -0.66, -0.94, 0.52, -0.21, 0.18, 0.44, 0.40, 0.41, 0.46, 0.34, 0.33, 0.30, 0.25, 0.47]}